(1)
{"formula": "C6H14N4", "method": "ωB97M-V/def2-TZVPD", "symbols": ["C", "C", "C", "C", "C", "C", "N", "N", "N", "N", "H", "H", "H", "H", "H", "H", "H", "H", "H", "H", "H", "H", "H", "H"], "positions_angstrom": [[-1.491, 0.070, 1.385], [-0.591, -0.942, 0.620], [0.523, 0.012, 0.059], [-0.135, 1.360, 0.067], [0.758, -0.132, -1.528], [1.725, -0.221, 0.875], [-1.609, 0.990, 0.204], [0.232, 2.580, 0.137], [-1.438, -1.255, -0.550], [-2.006, 0.123, -0.879], [-2.516, -0.367, 1.722], [-0.877, 0.612, 2.050], [-0.114, -1.795, 1.056], [1.501, 0.534, -1.903], [-0.146, 0.109, -2.061], [0.945, -1.168, -1.590], [2.013, -1.260, 0.756], [1.480, -0.052, 1.959], [2.549, 0.474, 0.629], [1.169, 2.959, 0.442], [-0.610, 3.276, 0.186], [-1.260, -1.721, -1.467], [-2.155, -1.913, -0.170], [-3.104, 0.026, -1.025]], "forces_ev_per_a": [[-1.26, -1.40, -1.81], [1.48, 1.62, -1.39], [-0.08, 1.02, -1.55], [-1.65, -2.03, 0.90], [-0.93, 0.25, 1.79], [1.19, 1.01, 1.49], [-0.56, 0.18, -0.67], [-1.84, 1.71, 0.92], [-3.44, -0.88, 0.21], [-1.95, -0.08, -0.29], [1.87, 1.23, -0.25], [0.11, 0.11, 1.76], [-0.35, -0.67, 0.42], [0.98, 0.05, -0.01], [-0.24, 0.04, -0.30], [0.88, -1.11, -0.85], [0.49, 0.00, -0.01], [0.32, -0.25, -0.79], [-0.19, -0.60, 0.04], [-1.01, -0.80, -0.84], [2.04, -1.21, -0.26], [1.37, 0.61, 0.77], [-0.12, 0.67, -0.24], [2.87, 0.55, 0.96]], "nbo_charge": [-0.238, -0.075, -0.130, 0.658, -0.593, -0.628, -0.274, -0.638, -0.428, -0.313, 0.285, 0.249, 0.289, 0.266, 0.237, 0.234, 0.256, 0.235, 0.255, 0.490, 0.483, 0.486, 0.445, 0.451], "energy_ha": -455.2698, "homo_ev": -19.11, "total_charge": 2, "orbital_gap_ev": 10.54, "e_lumo_ev": -8.6}

=====

(2)
{"formula": "C23H25FeN3O6", "method": "ωB97M-V/def2-TZVPD", "symbols": ["Fe", "C", "O", "C", "C", "C", "C", "C", "C", "N", "N", "C", "C", "O", "C", "C", "C", "C", "C", "C", "C", "C", "H", "H", "H", "H", "H", "H", "H", "H", "H", "H", "H", "H", "H", "C", "C", "C", "O", "C", "O", "O", "H", "H", "H", "H", "H", "H", "H", "C", "C", "N", "O", "H", "H", "H", "H", "H"], "positions_angstrom": [[-1.056, -0.554, 0.105], [-4.084, 1.877, 0.437], [-2.664, 1.607, 0.104], [-2.169, 2.284, -0.986], [-2.987, 2.947, -1.901], [-2.443, 3.441, -3.066], [-1.043, 3.284, -3.287], [-0.188, 2.686, -2.375], [-0.769, 2.113, -1.247], [-0.083, 1.281, -0.408], [1.163, 1.368, -0.161], [1.574, 1.201, 1.112], [0.680, 0.796, 2.168], [-0.480, 0.263, 1.979], [1.203, 0.996, 3.477], [2.537, 1.215, 3.740], [3.480, 1.339, 2.677], [4.874, 1.338, 2.803], [5.724, 1.675, 1.765], [5.168, 1.744, 0.475], [3.836, 1.580, 0.239], [2.955, 1.360, 1.315], [-4.391, 2.865, 0.059], [-4.718, 1.086, 0.010], [-4.174, 1.867, 1.516], [-4.046, 2.899, -1.827], [-2.974, 3.996, -3.823], [-0.636, 3.756, -4.204], [0.857, 2.440, -2.532], [0.494, 0.871, 4.365], [2.919, 1.241, 4.765], [5.306, 1.025, 3.760], [6.833, 1.747, 1.920], [5.773, 1.951, -0.406], [3.441, 1.629, -0.803], [1.669, -3.271, 1.710], [0.509, -3.097, 0.750], [-0.067, -4.479, 0.395], [-0.545, -2.273, 1.330], [0.996, -2.432, -0.594], [2.038, -2.850, -1.056], [0.268, -1.487, -1.143], [1.398, -3.430, 2.786], [2.260, -2.327, 1.716], [2.278, -4.104, 1.347], [-0.535, -5.054, 1.254], [0.770, -5.059, 0.044], [-0.847, -4.407, -0.411], [-0.538, -2.253, 2.300], [-4.393, -1.724, -2.588], [-2.985, -1.591, -2.060], [-2.037, -2.297, -2.652], [-2.762, -0.916, -1.015], [-4.707, -0.718, -2.865], [-5.059, -2.084, -1.755], [-4.381, -2.385, -3.472], [-2.150, -2.739, -3.531], [-1.087, -2.236, -2.255]], "forces_ev_per_a": [[-0.15, 0.06, -0.05], [0.63, -0.17, -0.51], [-0.91, 1.15, -0.13], [0.01, -1.32, 0.10], [0.43, -0.46, -0.32], [2.44, -0.03, 0.10], [0.07, 1.29, -0.82], [-0.82, -0.30, -0.38], [-0.50, 0.47, -0.38], [-1.17, -1.22, 1.44], [0.00, 1.59, -0.03], [-0.89, -0.97, -2.41], [-2.06, -0.69, 0.49], [2.13, 1.22, 0.44], [-0.19, -0.18, 2.92], [-0.96, -0.53, -0.13], [-0.02, -0.53, -2.72], [0.23, 0.19, 1.22], [0.49, -0.74, -0.59], [1.04, 0.61, -0.23], [-1.13, -0.15, -0.48], [1.90, 0.62, 1.58], [0.19, -0.48, 0.33], [0.33, 0.28, 0.01], [0.22, -0.09, 0.12], [-0.60, 0.25, 0.34], [-0.45, -0.21, 0.09], [-0.19, -0.58, 0.65], [-0.07, 0.46, -0.28], [1.00, 0.11, -1.51], [-0.33, 0.08, -0.28], [-0.16, 0.59, -0.12], [-1.34, -0.09, -0.16], [0.23, -0.05, 0.36], [0.39, -0.10, 1.13], [0.56, 1.08, 0.65], [-0.73, -0.70, 0.07], [-1.24, -0.16, 0.09], [-0.13, 0.22, -0.44], [0.46, 0.00, 0.10], [-0.37, -0.03, 0.11], [-0.25, -0.54, 0.95], [-0.22, -0.22, -0.97], [-0.03, -0.70, -0.07], [0.09, 0.39, 0.27], [0.60, 1.00, -0.71], [0.11, -0.35, -0.39], [0.71, -0.06, 0.66], [0.20, -0.10, -0.41], [0.23, -0.02, 0.42], [-0.25, -0.58, 0.68], [0.90, 0.65, 0.93], [0.07, -0.20, -0.35], [-0.25, -0.06, -0.10], [0.69, 0.22, -0.98], [-0.41, 0.29, 0.53], [-0.35, -0.37, -0.57], [-0.21, 0.15, -0.25]], "nbo_charge": [1.612, -0.256, -0.534, 0.424, -0.328, -0.135, -0.227, -0.161, -0.016, -0.215, -0.156, 0.157, 0.430, -0.661, -0.311, -0.069, -0.110, -0.154, -0.176, -0.190, -0.171, -0.002, 0.198, 0.200, 0.214, 0.232, 0.236, 0.232, 0.244, 0.248, 0.238, 0.225, 0.243, 0.231, 0.244, -0.634, 0.135, -0.625, -0.794, 0.756, -0.613, -0.897, 0.213, 0.217, 0.253, 0.224, 0.236, 0.210, 0.513, -0.699, 0.718, -0.763, -0.783, 0.247, 0.262, 0.230, 0.412, 0.448], "energy_ha": -2770.6418, "homo_ev": [-10.94, -11.32], "total_charge": 1, "orbital_gap_ev": [6.65, 5.85], "e_lumo_ev": [-4.3, -5.5], "spin_multiplicity": 6}

=====

(3)
{"formula": "C17H19FN4O", "method": "ωB97M-V/def2-TZVPD", "symbols": ["C", "C", "C", "C", "C", "C", "C", "N", "C", "O", "C", "C", "H", "H", "C", "N", "C", "N", "C", "C", "N", "C", "H", "H", "H", "C", "H", "C", "H", "H", "H", "H", "H", "H", "H", "H", "F", "H", "H", "H", "H", "H"], "positions_angstrom": [[-0.037, 4.784, 0.464], [0.292, 4.182, 1.802], [0.568, 5.007, 2.881], [0.875, 4.497, 4.130], [0.900, 3.125, 4.283], [0.632, 2.262, 3.238], [0.326, 2.790, 1.989], [0.047, 1.966, 0.894], [0.022, 0.604, 0.826], [0.248, -0.140, 1.752], [-0.305, 0.072, -0.568], [0.947, -0.613, -1.133], [1.289, -1.362, -0.417], [1.747, 0.117, -1.277], [0.615, -1.291, -2.466], [-0.454, -2.244, -2.299], [-0.258, -3.575, -2.098], [-1.325, -4.286, -1.708], [-1.188, -5.595, -1.573], [0.013, -6.236, -1.816], [1.084, -5.544, -2.196], [0.964, -4.245, -2.335], [1.865, -3.732, -2.640], [0.140, -7.303, -1.708], [-2.075, -6.128, -1.256], [-1.673, -1.626, -1.824], [-1.991, -0.884, -2.566], [-1.443, -0.951, -0.472], [-1.173, -1.704, 0.270], [-2.360, -0.461, -0.142], [-2.433, -2.402, -1.738], [0.277, -0.535, -3.185], [1.500, -1.772, -2.878], [-0.604, 0.887, -1.238], [-0.160, 2.467, 0.043], [0.661, 1.197, 3.393], [1.197, 2.605, 5.491], [1.089, 5.143, 4.966], [0.543, 6.078, 2.742], [-0.013, 5.869, 0.530], [0.686, 4.480, -0.294], [-1.035, 4.493, 0.135]], "forces_ev_per_a": [[0.03, -0.10, 0.13], [-0.02, 0.01, -0.07], [-0.01, -0.22, -0.01], [0.05, -0.19, 0.21], [-0.05, 0.25, -0.22], [0.06, -0.13, 0.24], [0.13, 0.23, 0.46], [-0.06, 0.53, -0.24], [-0.19, 0.04, -0.64], [0.07, -0.17, 0.23], [0.11, -0.36, 0.35], [-0.09, 0.08, -0.24], [0.04, 0.00, 0.03], [0.06, 0.00, 0.02], [0.34, 0.06, 0.14], [-0.12, 0.35, -0.18], [-0.26, -0.72, 0.00], [0.20, 0.30, -0.03], [0.23, -0.13, -0.02], [-0.13, -0.11, 0.05], [0.08, -0.18, 0.01], [0.10, 0.28, 0.01], [-0.02, 0.16, -0.02], [-0.11, -0.10, 0.04], [0.01, -0.15, 0.02], [-0.32, 0.02, 0.25], [-0.02, -0.03, 0.00], [-0.01, 0.10, -0.23], [-0.02, 0.00, 0.03], [-0.05, -0.01, 0.05], [0.02, 0.25, -0.07], [0.09, -0.06, -0.01], [-0.07, 0.07, -0.06], [0.01, 0.02, 0.02], [0.01, -0.25, 0.08], [0.01, -0.03, 0.03], [-0.03, 0.01, -0.10], [0.03, 0.05, 0.11], [-0.01, 0.10, -0.04], [-0.01, 0.04, -0.06], [0.01, 0.01, -0.14], [-0.07, 0.01, -0.12]], "nbo_charge": [-0.639, -0.069, -0.180, -0.288, 0.406, -0.307, 0.172, -0.608, 0.705, -0.605, -0.304, -0.406, 0.226, 0.212, -0.205, -0.410, 0.354, -0.468, 0.029, -0.082, -0.357, -0.052, 0.187, 0.197, 0.195, -0.224, 0.184, -0.407, 0.231, 0.214, 0.256, 0.192, 0.214, 0.191, 0.404, 0.272, -0.322, 0.228, 0.212, 0.230, 0.212, 0.213], "energy_ha": -1053.3686, "homo_ev": -8.11, "total_charge": 0, "orbital_gap_ev": 8.50, "e_lumo_ev": 0.4}